The following is a quantum chemistry calculation of the molecule C8H10 at a distorted geometry, from the OMol25 dataset.

XYZ file:
```
18
Properties=species:S:1:pos:R:3:nbo_charge:R:1
C 1.87249 0.25811 -0.41466 -0.4831
C 0.61959 1.15834 -0.00357 -0.2128
C -0.99751 1.00008 -0.27315 -0.1960
C 0.38260 -1.59482 -0.23221 -0.2986
C -1.69655 -0.38147 -0.49101 -0.3909
C -0.69181 -0.93048 0.64282 -0.2446
C -0.36373 0.52255 0.95803 -0.2508
C 1.45986 -0.85527 0.27110 -0.0452
H -2.80725 -0.27557 -0.50065 0.2261
H 1.59143 -0.93681 1.34475 0.1951
H 2.79965 0.71120 -0.36027 0.2242
H 1.75450 0.17235 -1.46535 0.2298
H -1.62800 -0.76573 -1.49269 0.1918
H -0.00749 -1.45165 -1.35109 0.1810
H -1.37066 1.96261 -0.55879 0.2185
H -0.30538 0.68201 2.18568 0.2064
H -1.24877 -1.44380 1.34786 0.2208
H 0.63700 2.16836 0.39320 0.2282
```

Computed properties:
* ΔE to the lowest compared entry with this formula, charge and spin: 7.7591 eV
* structure (SMILES): C1=C[C@@H]2C[C@@H]3[C@H](C1)[C@@H]32
* HOMO energy: -0.292 Eh
* molar mass: 106.2 g/mol
* HOMO-LUMO gap: 8.84 eV

The following is a quantum chemistry calculation of a cluster of 2 separate species, C8H10 in total at a distorted geometry, from the OMol25 dataset.

XYZ file:
```
18
Properties=species:S:1:pos:R:3:nbo_charge:R:1
C -1.42921 -1.30127 0.29403 -0.1820
C -0.50030 0.72431 1.12459 -0.1979
C -1.60944 0.78267 -1.03030 -0.2264
C -0.98174 1.44926 0.02994 -0.2281
C 2.68629 -0.64901 -0.57900 -0.3691
C 3.37119 0.35638 -0.11002 -0.4040
C -0.73505 -0.67982 1.32931 -0.2409
C -1.79625 -0.58779 -0.99637 -0.2010
H 4.47316 0.49862 -0.34138 0.2081
H -0.10124 -1.14591 2.06089 0.2217
H -0.87786 2.54398 0.23638 0.2265
H -1.70810 1.11400 -2.00426 0.2148
H 0.17822 1.24729 1.83993 0.2057
H 3.19075 -1.38131 -1.18125 0.1807
H -1.53093 -2.28100 0.40552 0.1908
H -2.17373 -1.19613 -1.79417 0.2170
H 1.73694 -0.78915 -0.34649 0.1852
H 2.77983 0.82110 0.75172 0.1989
```

Computed properties:
* ΔE to the lowest compared entry with this formula, charge and spin: 2.9325 eV
* structure (SMILES): c1ccccc1.C=C
* HOMO energy: -0.336 Eh
* molar mass: 106.2 g/mol
* HOMO-LUMO gap: 10.20 eV

The following is a quantum chemistry calculation of the ion C8H10BrFNO with charge +1 at a distorted geometry, from the OMol25 dataset.

XYZ file:
```
22
Properties=species:S:1:pos:R:3:nbo_charge:R:1
Br 0.06758 -2.06597 -2.37760 0.3303
F 2.42082 -1.72309 1.77476 -0.2858
O 0.63871 2.74915 -1.44127 -0.4375
N -0.13411 0.46130 -1.28618 -0.5614
C -1.00158 -0.68984 0.80105 0.0576
C 0.72871 -0.41432 -2.06550 0.0602
C 1.87511 2.10798 -1.23748 -0.0932
C 1.45226 -1.21561 1.03698 0.3333
C 0.61720 1.62107 -0.67148 0.1933
C -1.16473 -0.04650 -0.36573 -0.1421
C -2.25175 -0.99839 1.56760 -0.6278
C 0.19637 -1.15911 1.47753 -0.3704
H 0.36806 1.73270 0.37934 0.2313
H -2.16543 0.20061 -0.68127 0.2368
H 1.80922 -0.89606 0.05731 0.1589
H 2.29661 1.61733 -2.10579 0.2277
H -2.13382 -0.70002 2.60744 0.2431
H -0.65194 0.91424 -2.06378 0.4967
H 0.01775 -1.54992 2.46937 0.2521
H 2.57250 2.62270 -0.58565 0.2190
H -2.43602 -2.07172 1.55581 0.2472
H -3.12152 -0.49652 1.15454 0.2306
```

Computed properties:
* total charge: +1
* ΔE to the lowest compared entry with this formula, charge and spin: 0.0000 eV
* HOMO energy: -0.491 Eh
* molar mass: 235.1 g/mol
* HOMO-LUMO gap: 7.47 eV

The following is a quantum chemistry calculation of the molecule C8H10BrNO5 at a distorted geometry, from the OMol25 dataset.

XYZ file:
```
25
Properties=species:S:1:pos:R:3:nbo_charge:R:1
Br 4.07534 -0.61221 0.10502 0.0925
O 0.97381 -2.18281 -0.39835 -0.4767
O -0.22091 0.37048 2.02630 -0.5685
O 2.88463 2.11749 0.43903 -0.5637
O -1.82556 -0.64504 0.77036 -0.5331
O -1.15987 0.58792 -1.37420 -0.6554
N 0.76025 1.67216 -0.35595 -0.4867
C -0.72119 0.19596 0.96953 0.6973
C 2.27619 -0.13374 0.00652 -0.3613
C -0.14488 -2.51208 -1.25859 -0.2586
C -0.26070 0.72462 -0.30845 0.3679
C 0.38248 3.05931 -0.56650 -0.4128
C 2.01725 1.32937 0.10823 0.6729
C 1.35830 -0.94778 -0.34026 0.4356
C -2.23360 -1.36420 1.93468 -0.2707
H -1.03819 -1.96219 -1.10112 0.2223
H -3.31099 -1.77777 1.86544 0.1981
H -0.40581 -3.57937 -0.90224 0.2040
H -0.04864 3.59273 0.29766 0.2109
H -0.78403 1.09150 -2.04062 0.4760
H -1.54774 -2.31978 1.89954 0.1761
H 1.20130 3.58857 -0.99216 0.2337
H 0.25524 -2.49896 -2.33953 0.1961
H -0.29517 3.18168 -1.35281 0.1959
H -2.18750 -0.97587 2.90850 0.2082
```

Computed properties:
* HOMO energy: -0.310 Eh
* molar mass: 280.1 g/mol
* HOMO-LUMO gap: 8.04 eV

Ordered LUMO results: 0.887, 1.065, -5.898, -0.388; unit eV.